1.
Below is C17H17IrN6S3 as an isolated structure in a non-equilibrium geometry, with properties calculated with ωB97M-V/def2-TZVPD.

Lowest unoccupied orbital energy (alpha / beta): -11.690 / -12.873 eV
Multiplicity: 2
E_HOMO (alpha / beta): -0.6185 / -0.6186 Eh
Charge: +3

```
44
Properties=species:S:1:pos:R:3:lowdin_spin:R:1
Ir -0.971 0.447 -0.330 0.275
C -4.003 1.712 3.968 0.001
S -4.223 2.603 2.408 0.001
C -2.882 2.098 1.471 0.001
S -2.272 0.429 1.555 0.028
N -2.464 2.925 0.570 -0.001
N -1.533 2.402 -0.278 0.001
C -1.069 3.157 -1.218 -0.002
C -0.229 2.534 -2.228 0.000
C 0.267 3.226 -3.309 -0.001
C 1.054 2.550 -4.244 0.000
C 1.301 1.207 -4.054 0.001
C 0.773 0.569 -2.934 0.005
N 0.032 1.211 -2.036 0.029
H -4.907 1.913 4.539 0.000
H -3.144 2.110 4.501 0.000
H -3.906 0.638 3.827 0.001
H -1.317 4.214 -1.214 0.000
H 0.036 4.278 -3.415 0.000
H 1.467 3.074 -5.096 0.000
H 1.906 0.646 -4.752 0.000
H 0.962 -0.481 -2.760 0.001
C -0.826 -4.814 -1.128 0.004
N 0.182 -4.001 -0.420 0.060
C 1.345 -4.471 0.097 0.058
C 1.996 -3.420 0.674 0.100
N 1.209 -2.303 0.509 0.038
C 0.101 -2.672 -0.184 -0.007
S -1.179 -1.753 -0.771 0.381
C 1.507 -1.023 1.078 -0.002
C 2.515 -0.961 2.022 0.007
C 2.880 0.255 2.571 -0.001
C 2.210 1.396 2.169 0.007
C 1.189 1.262 1.259 0.000
N 0.823 0.077 0.707 0.004
H -0.492 -5.847 -1.127 0.000
H -0.932 -4.470 -2.155 0.002
H -1.784 -4.744 -0.618 0.002
H 1.640 -5.506 0.029 0.002
H 2.962 -3.417 1.145 0.005
H 3.018 -1.854 2.358 0.001
H 3.669 0.300 3.311 0.000
H 2.456 2.373 2.560 0.000
H 0.630 2.127 0.943 0.000
```



2.
Below is an isolated ion of composition C17H17N2S and charge +1 in a non-equilibrium geometry, with properties calculated with ωB97M-V/def2-TZVPD.

Lowest unoccupied orbital energy: -3.091 eV
E_HOMO: -0.4200 Eh
Charge: +1

```
37
Properties=species:S:1:pos:R:3:mulliken_charge:R:1
C -1.479 -0.209 -1.289 0.466
C -2.263 1.025 -1.580 -0.158
C -3.568 1.216 -1.913 -0.493
C -4.748 0.441 -2.192 -0.374
C -4.746 -0.913 -2.202 -0.509
C -3.548 -1.667 -1.951 -0.358
C -2.240 -1.446 -1.641 -0.555
H -0.465 -0.221 -1.863 -0.100
H -1.640 1.908 -1.728 0.299
H -3.771 2.263 -2.155 0.278
H -5.658 1.010 -2.478 0.318
H -5.649 -1.490 -2.484 0.322
H -3.735 -2.719 -2.213 0.283
H -1.599 -2.302 -1.871 0.364
C 5.080 0.584 1.793 -0.618
C 3.757 0.214 2.022 -0.842
C 2.817 0.366 0.991 0.869
C 3.147 0.865 -0.268 0.307
C 4.498 1.190 -0.457 -0.204
C 5.473 1.063 0.557 -0.778
S 1.755 0.842 -1.343 -0.208
C 0.730 0.182 -0.081 0.625
N -0.593 -0.164 -0.090 0.257
C -1.261 -0.699 1.047 -0.510
C -0.556 -0.266 2.344 -1.131
C 0.926 -0.529 2.279 -0.554
N 1.455 0.022 1.056 0.191
H 5.784 0.480 2.583 0.436
H 3.453 -0.188 2.993 0.275
H 4.768 1.518 -1.452 0.393
H 6.516 1.323 0.346 0.388
H -2.292 -0.320 1.013 0.436
H -1.287 -1.792 0.985 0.356
H -0.697 0.821 2.562 0.353
H -0.994 -0.816 3.191 0.407
H 1.448 -0.004 3.078 0.477
H 1.183 -1.586 2.411 0.292
```



3.
Below is an isolated molecule of C17H17N3O, with properties calculated with ωB97M-V/def2-TZVPD.

Structure (SMILES): CCC(=O)Nc1ccc2c(c1)ncn2-c1ccccc1C
Lowest unoccupied orbital energy: 0.659 eV
Energy above the lowest of the compared OMol25 structures with the same formula, charge and spin: 0.262 eV
E_HOMO: -0.3037 Eh
Charge: 0

```
38
Properties=species:S:1:pos:R:3:mulliken_charge:R:1
C -4.175 -3.667 1.550 -1.432
C -3.328 -2.932 0.516 -0.214
C -4.212 -2.101 -0.394 0.417
O -5.353 -2.407 -0.669 -0.647
N -3.691 -0.943 -0.895 -0.166
C -2.426 -0.352 -0.741 0.310
C -1.254 -1.114 -0.873 -0.288
C -0.003 -0.549 -0.744 -0.703
C 0.060 0.813 -0.501 0.356
C -1.112 1.599 -0.384 0.326
C -2.364 1.014 -0.509 -0.987
N -0.762 2.903 -0.141 -0.766
C 0.532 2.909 -0.100 -0.156
N 1.106 1.686 -0.305 0.144
C 2.479 1.381 -0.378 0.170
C 2.953 0.739 -1.518 -0.327
C 4.292 0.420 -1.632 -0.744
C 5.163 0.747 -0.606 -0.578
C 4.688 1.378 0.528 -0.643
C 3.344 1.703 0.671 0.932
C 2.860 2.366 1.925 -1.683
H -4.959 -4.230 1.050 0.320
H -3.559 -4.350 2.130 0.398
H -4.646 -2.958 2.227 0.343
H -2.802 -3.666 -0.100 0.259
H -2.590 -2.294 1.003 0.387
H -4.385 -0.363 -1.351 0.242
H -1.336 -2.163 -1.104 0.427
H 0.890 -1.147 -0.838 0.558
H -3.259 1.609 -0.421 0.446
H 1.122 3.792 0.056 0.397
H 2.262 0.505 -2.314 0.562
H 4.654 -0.075 -2.520 0.380
H 6.212 0.505 -0.688 0.397
H 5.369 1.621 1.331 0.405
H 3.468 2.053 2.771 0.452
H 1.820 2.121 2.129 0.383
H 2.942 3.450 1.840 0.320
```



4.
Below is an isolated molecule of C17H17N3O2S in a non-equilibrium geometry, with properties calculated with ωB97M-V/def2-TZVPD.

Structure (SMILES): COc1cccc(/C=N/n2c(=S)n(C)c3ccccc32)c1OC
Lowest unoccupied orbital energy: 0.259 eV
Energy above the lowest of the compared OMol25 structures with the same formula, charge and spin: 3.437 eV
E_HOMO: -0.2737 Eh
Charge: 0

```
40
Properties=species:S:1:pos:R:3:mulliken_charge:R:1
C 6.067 -1.577 0.373 -0.986
O 4.853 -0.932 0.665 -0.379
C 3.735 -1.266 -0.061 1.290
C 3.760 -2.185 -1.102 -0.434
C 2.620 -2.478 -1.836 -1.089
C 1.434 -1.852 -1.540 -0.675
C 1.373 -0.933 -0.490 0.406
C 0.120 -0.286 -0.165 -0.307
N -0.909 -0.511 -0.882 -1.164
N -2.106 0.044 -0.655 0.864
C -3.223 -0.563 -1.200 -0.013
S -3.238 -1.938 -2.090 -0.431
N -4.315 0.172 -0.836 0.150
C -5.665 -0.143 -1.204 -0.907
C -3.907 1.252 -0.092 0.455
C -4.641 2.286 0.462 -0.583
C -3.943 3.275 1.135 -0.594
C -2.558 3.237 1.228 -0.781
C -1.817 2.202 0.678 -0.602
C -2.505 1.187 0.032 0.791
C 2.521 -0.631 0.267 -0.051
O 2.338 0.298 1.248 -0.463
C 3.281 0.486 2.280 -0.817
H 6.403 -1.366 -0.647 0.368
H 5.996 -2.660 0.519 0.382
H 6.788 -1.167 1.080 0.247
H 4.683 -2.680 -1.357 0.400
H 2.678 -3.196 -2.639 0.364
H 0.529 -2.054 -2.088 0.485
H 0.125 0.361 0.709 0.588
H -6.095 0.661 -1.804 0.342
H -5.640 -1.061 -1.791 0.263
H -6.277 -0.296 -0.313 0.342
H -5.714 2.322 0.366 0.423
H -4.483 4.094 1.583 0.379
H -2.040 4.033 1.740 0.389
H -0.742 2.218 0.744 0.482
H 2.786 1.141 2.998 0.285
H 4.191 0.965 1.917 0.245
H 3.538 -0.457 2.767 0.339
```



| no. | total energy (Eh) |
| --- | --- |
| 1 | -2284.43547 |
| 2 | -1165.40014 |
| 3 | -897.56334 |
| 4 | -1370.89526 |